Record 1
Entry from the OMol25 dataset: a molecular structure, C34H39N11O5S4Sm (wB97M-V/def2-TZVPD).

Each line ends with the Mulliken charge.
Element x y z (Å)
Sm1 -0.064 0.275 -0.150  0.539
S1 -0.387 2.954 1.438  -0.448
C1 -1.387 3.104 0.094  0.318
N1 -1.670 2.075 -0.678  0.658
C2 -2.613 2.412 -1.642  -0.720
C3 -3.245 1.529 -2.517  -0.318
C4 -4.154 2.030 -3.431  -0.745
C5 -4.469 3.387 -3.465  -0.667
C6 -3.900 4.265 -2.560  -0.493
C7 -2.978 3.766 -1.650  0.850
S2 -2.161 4.598 -0.356  -0.271
H1 -3.057 0.468 -2.428  0.415
H2 -4.642 1.353 -4.121  0.445
H3 -5.190 3.751 -4.186  0.404
H4 -4.172 5.312 -2.547  0.414
N2 -4.174 -4.473 5.453  -0.490
C8 -3.839 -3.716 4.368  1.132
C9 -3.467 -2.371 4.519  -0.939
C10 -3.038 -1.637 3.435  -0.316
C11 -2.980 -2.226 2.176  -0.745
C12 -3.367 -3.550 2.002  -0.529
C13 -3.800 -4.283 3.084  -0.854
S3 -2.233 -1.323 0.864  2.248
O1 -2.914 -1.371 -0.403  -0.688
O2 -1.989 0.038 1.354  -0.660
N3 -0.707 -1.851 0.688  0.224
C14 -0.532 -2.763 -0.321  -0.042
N4 0.551 -2.542 -1.088  0.094
C15 0.723 -3.367 -2.116  -0.281
C16 -0.159 -4.390 -2.415  -0.901
C17 -1.226 -4.544 -1.543  -0.329
N5 -1.413 -3.755 -0.497  -0.279
H5 -4.359 -4.021 6.330  0.208
H6 -4.587 -5.377 5.314  0.206
H7 -3.518 -1.911 5.498  0.317
H8 -2.764 -0.596 3.547  0.543
H9 -3.306 -3.990 1.017  0.477
H10 -4.105 -5.313 2.951  0.302
H11 1.602 -3.178 -2.723  0.456
H12 -0.023 -5.033 -3.271  0.456
H13 -1.961 -5.330 -1.682  0.449
N6 2.426 1.854 2.535  0.574
C18 3.060 1.157 3.670  0.151
C19 3.689 -0.138 3.163  -1.518
C20 2.679 -1.207 2.710  -0.023
N7 2.036 -0.915 1.399  -0.011
C21 1.614 -1.425 3.795  -1.624
C22 0.932 -0.137 4.261  0.199
N8 0.136 0.387 3.137  -0.018
C23 1.987 0.885 4.730  -1.175
H14 2.930 1.757 1.657  0.123
H15 2.280 2.858 2.649  0.643
H16 1.465 1.390 2.423  -0.666
H17 3.835 1.805 4.081  0.302
H18 4.284 -0.567 3.971  0.546
H19 4.378 0.092 2.344  0.431
H20 3.242 -2.144 2.626  0.580
H21 1.457 -1.719 1.170  0.089
H22 2.755 -0.911 0.677  0.157
H23 2.080 -1.909 4.656  0.587
H24 0.852 -2.110 3.411  0.438
H25 0.293 -0.379 5.117  0.425
H26 -0.461 1.167 3.403  0.384
H27 -0.483 -0.328 2.783  -0.641
H28 2.468 0.498 5.629  0.528
H29 1.497 1.827 4.996  0.424
O3 2.440 -0.340 -1.524  -0.664
C24 2.602 0.873 -1.394  0.326
N9 1.877 1.581 -0.498  0.475
S4 2.077 3.209 -0.754  1.039
O4 2.497 3.842 0.468  -0.771
O5 0.948 3.731 -1.465  -0.551
C25 3.468 3.044 -1.847  0.455
C26 4.319 3.997 -2.360  -0.956
C27 5.359 3.554 -3.169  -0.584
C28 5.519 2.200 -3.446  -0.630
C29 4.647 1.253 -2.925  -0.517
C30 3.614 1.693 -2.115  0.021
H30 4.181 5.046 -2.131  0.539
H31 6.055 4.273 -3.580  0.434
H32 6.344 1.879 -4.068  0.440
H33 4.773 0.197 -3.124  0.573
C31 -1.480 -0.954 -5.873  -0.955
N10 -0.966 -0.208 -4.742  0.301
C32 -0.460 1.067 -4.762  -1.134
C33 -0.099 1.356 -3.482  -0.404
N11 -0.370 0.272 -2.679  0.874
C34 -0.892 -0.643 -3.474  -1.011
H34 -1.976 -0.277 -6.564  0.349
H35 -2.198 -1.691 -5.519  0.333
H36 -0.677 -1.468 -6.401  0.321
H37 -0.401 1.653 -5.662  0.495
H38 0.298 2.275 -3.084  0.466
H39 -1.254 -1.611 -3.161  0.390

The HOMO energy (alpha / beta) comes out at -9.32 / -9.32 eV. The charge is +1. Its expectation value of S² is 8.758. The value obtained for the HOMO-LUMO gap (alpha / beta) is 7.230 / 7.463 eV. As for the multiplicity: 6.

=====

Record 2
Entry from the OMol25 dataset: 2 unconnected molecules or ions with the total composition C5H9IO2 (wB97M-V/def2-TZVPD).

Each line ends with the Mulliken charge.
Element x y z (Å)
O1 0.631 -0.611 1.609  -0.691
C1 0.175 -0.409 0.508  0.358
C2 0.336 0.842 -0.309  -0.481
C3 -0.851 0.813 -1.266  -0.693
C4 -1.043 -0.678 -1.571  -0.584
C5 -0.674 -1.387 -0.266  -0.488
H1 1.282 0.748 -0.852  0.258
H2 0.400 1.735 0.310  0.305
H3 -0.685 1.401 -2.164  0.339
H4 -1.734 1.205 -0.758  0.297
H5 -2.061 -0.897 -1.886  0.324
H6 -0.366 -0.985 -2.369  0.282
H7 -1.549 -1.643 0.332  0.290
H8 -0.113 -2.308 -0.419  0.331
O2 1.935 0.493 3.619  -0.683
I1 2.901 1.739 2.465  0.174
H9 1.414 -0.059 3.018  0.662

The HOMO energy comes out at -8.88 eV. Its structure (SMILES) is O=C1CCCC1.OI. The value obtained for the HOMO-LUMO gap is 8.859 eV. As for the multiplicity: 1.

=====

Record 3
Entry from the OMol25 dataset: C3H2ClNS in the gas phase (wB97M-V/def2-TZVPD).

Each line ends with the Mulliken charge.
Element x y z (Å)
C1 -0.154 1.144 -0.250  -0.149
C2 -0.151 -1.181 -0.125  -0.132
C3 -2.377 0.151 0.008  -0.079
N1 0.287 0.018 -0.123  -0.221
S1 -1.902 -1.430 -0.012  -0.002
Cl1 -3.998 0.577 0.004  -0.117
H1 -0.093 2.062 0.276  0.296
H2 0.471 -2.044 -0.236  0.404

The HOMO energy (alpha / beta) comes out at -7.86 / -7.86 eV. The value obtained for the HOMO-LUMO gap (alpha / beta) is 7.672 / 7.673 eV. As for the multiplicity: 1.

=====

Record 4
Entry from the OMol25 dataset: a molecular structure, C3H3F3N3 (wB97M-V/def2-TZVPD).

Each line ends with the Mulliken charge.
Element x y z (Å)
C1 1.842 0.574 -0.164  0.184
C2 0.334 -0.909 0.090  -0.298
C3 -2.126 0.399 0.000  0.916
N1 0.662 1.242 -0.019  -0.525
N2 1.645 -0.731 -0.141  -0.059
N3 -0.209 0.317 0.241  0.238
F1 -2.487 -0.747 0.374  -0.179
F2 -2.266 0.675 -1.229  -0.152
F3 -2.443 1.341 0.860  -0.165
H1 2.941 0.983 -0.254  0.356
H2 -0.322 -1.774 0.355  0.428
H3 2.427 -1.371 -0.114  0.258

The HOMO energy (alpha / beta) comes out at -10.85 / -16.49 eV. The charge is +1. Its expectation value of S² is 2.009. The value obtained for the HOMO-LUMO gap (alpha / beta) is 6.676 / 8.098 eV. As for the multiplicity: 3.

=====

Taking the records one at a time from the top gives max |F| values of 1.36; 0.68; 1.72; 5.75 eV Å⁻¹.